Record 1
15
Properties=species:S:1:pos:R:3:mulliken_charge:R:1 method="wB97M-V/def2-TZVPD" relative_energy_kj_mol=241.1 smiles="O=C1[C@@H]2[C@@H]3C[C@H]1N[C@@H]32" total_charge=0
C -1.452 -0.080 -0.198 0.416
C -0.310 1.032 -0.319 -0.520
C 0.345 0.851 0.999 -0.333
C 0.766 -0.624 0.779 -0.368
C 0.739 -0.766 -0.638 -0.457
C -0.520 -1.188 0.028 -0.208
H -0.455 2.163 -0.628 0.342
H -0.383 0.968 1.885 0.307
H 1.261 1.482 0.980 0.330
H 1.361 -1.191 1.539 0.344
H 1.310 -1.528 -1.085 0.460
H 0.373 0.585 -2.087 0.270
H -1.128 -2.090 -0.015 0.412
N 0.731 0.425 -1.172 -0.420
O -2.639 -0.039 -0.067 -0.575

Record 2
20
Properties=species:S:1:pos:R:3:mulliken_charge:R:1 method="wB97M-V/def2-TZVPD" relative_energy_kj_mol=542.1 total_charge=0
C -0.711 -0.768 -1.607 -1.207
C 1.594 -1.084 0.212 -1.279
C 0.481 0.656 1.734 -2.030
C -0.615 -0.045 -0.284 0.001
C 0.715 0.192 0.299 0.832
P -1.993 1.126 0.045 -0.064
S 1.394 1.527 -0.792 -0.145
H -1.555 -0.328 -2.303 0.300
H 0.202 -0.428 -2.078 0.440
H -0.744 -1.829 -1.589 0.221
H 1.543 -1.295 -0.868 0.374
H 1.245 -1.960 0.855 0.274
H 2.537 -0.993 0.641 0.407
H -0.080 -0.067 2.233 0.487
H 1.408 1.106 2.145 0.374
H -0.176 1.433 1.793 0.685
H -1.095 -1.420 0.923 0.159
H -3.007 0.210 -0.108 0.061
H -2.138 1.415 -1.229 -0.045
H 0.994 2.551 -0.022 0.159

Record 3
47
Properties=species:S:1:pos:R:3:mulliken_charge:R:1 method="wB97M-V/def2-TZVPD" multiplicity=2 s_squared=0.753 total_charge=+2
C -0.340 0.618 -0.821 -0.051
N -0.802 1.716 -0.008 0.046
C -0.200 1.783 1.305 -1.390
C -0.277 0.522 2.202 -0.077
C 0.527 0.884 3.485 -0.698
S -0.013 -0.180 4.798 0.211
C -0.341 0.975 -2.295 -1.381
N 0.778 0.174 -2.956 -0.238
H 0.672 0.467 -0.503 0.220
H -0.877 -0.324 -0.649 0.422
H -1.802 1.894 0.016 0.224
H -0.704 2.592 1.833 0.735
H 0.831 2.175 1.241 0.499
H -1.336 0.425 2.441 -0.103
H 0.000 -0.440 1.776 0.549
H 1.590 0.730 3.291 0.484
H 0.459 1.943 3.737 0.492
H 1.190 -0.535 5.305 0.306
H -0.169 2.013 -2.442 0.406
H -1.225 0.690 -2.854 0.398
H 0.411 -0.705 -3.260 0.382
H 1.130 0.781 -3.673 0.354
H 1.561 -0.100 -2.335 0.312
H 3.058 2.514 -2.818 0.274
H 1.832 3.349 -2.482 0.285
O 2.102 2.457 -2.672 -0.548
H 2.346 -3.294 -3.637 0.305
H 2.801 -1.869 -3.792 0.311
O 2.006 -2.396 -3.577 -0.612
H 2.709 -1.462 0.059 0.265
H 1.938 -2.725 -0.438 0.381
O 2.556 -2.018 -0.724 -0.563
H -1.937 -0.612 0.204 0.207
H -3.357 -1.233 0.388 0.245
O -2.475 -1.202 0.737 -0.600
H -3.456 0.231 2.571 0.284
H -4.430 1.326 2.153 0.281
O -3.604 0.895 1.872 -0.541
H 1.261 -4.753 -0.607 0.297
H 0.106 -4.535 0.552 0.339
O 0.889 -4.193 0.093 -0.678
H -1.920 -2.970 1.094 0.361
H -2.086 -4.388 1.699 0.328
O -1.866 -3.928 0.893 -0.683
H 0.164 3.435 -0.424 0.372
H -0.051 4.942 -0.075 0.294
O 0.348 4.331 -0.700 -0.708

Record 4
120
Properties=species:S:1:pos:R:3:mulliken_charge:R:1 method="wB97M-V/def2-TZVPD" relative_energy_kj_mol=1850.6 total_charge=0
H 2.853 5.080 -2.348 0.301
H 1.428 5.635 -2.687 0.319
O 2.189 5.653 -2.007 -0.619
H -0.751 -1.784 2.139 0.343
H 0.389 -2.522 2.897 0.273
O -0.205 -2.482 2.068 -0.140
H 0.230 -2.185 -6.383 0.310
H -1.041 -2.612 -5.548 0.321
O -0.166 -2.840 -5.797 -0.711
H 0.458 1.295 -3.364 0.298
H 0.977 2.555 -3.019 0.228
O 0.569 2.162 -3.649 -0.726
H 2.765 -2.008 -1.779 0.220
H 3.310 -3.237 -1.801 0.324
O 2.781 -2.660 -2.346 -0.579
H 2.338 -1.277 0.644 -0.066
O 2.521 -0.590 1.175 0.693
H -2.989 -4.660 -3.508 0.308
O -3.076 -5.473 -3.156 -0.638
H 2.704 1.658 -1.517 0.038
H 2.181 0.745 -0.237 0.008
O 2.523 0.712 -1.113 0.148
H 3.041 -2.789 2.699 0.620
H 1.892 -1.846 2.622 -0.022
O 2.658 -2.075 3.320 -0.757
H -2.987 4.232 -0.080 0.209
H -3.588 3.568 1.399 0.130
O -3.222 3.466 0.468 -0.539
H 0.654 -3.164 -2.492 0.248
H 0.206 -3.141 -3.941 0.345
O -0.203 -2.811 -3.064 -0.519
H -1.928 3.485 4.170 0.294
O -2.177 3.795 3.251 -0.597
H 3.027 1.443 -3.696 0.289
H 2.266 2.513 -4.172 0.378
O 3.031 2.305 -3.956 -0.527
H -3.882 -2.503 4.718 0.270
H -4.271 -1.387 3.762 0.257
O -3.834 -1.545 4.517 -0.537
H -0.225 -0.246 6.370 0.275
H -1.400 0.527 5.932 0.289
O -0.528 0.573 6.203 -0.543
H 1.554 2.580 1.597 0.056
H 2.096 3.884 1.716 0.185
O 2.183 3.199 1.336 -0.412
H -4.098 1.759 2.123 0.227
H -4.575 0.832 0.861 0.473
O -4.669 1.039 1.875 -0.668
H -3.923 1.724 -0.448 0.235
H -4.194 0.854 -1.614 0.275
O -4.670 1.211 -0.769 -0.723
H 0.543 -5.542 2.022 0.301
O 0.493 -5.859 2.867 -0.588
H -2.487 -2.545 -0.575 0.290
H -0.845 -2.396 -0.137 -0.182
O -1.493 -2.343 -0.842 -0.447
H 3.368 2.541 2.510 0.391
O 3.714 1.962 3.127 -0.623
H 0.640 2.118 3.212 0.192
H 0.363 2.622 4.640 0.287
O 0.128 2.852 3.781 -0.546
H -1.428 -1.633 4.382 0.279
H -1.319 -2.930 5.315 0.252
O -1.258 -1.920 5.315 -0.632
H 2.533 -3.343 0.516 0.114
H 1.176 -3.275 0.529 0.263
O 1.848 -3.455 -0.057 -0.554
H -1.245 2.008 -0.004 -0.024
H -1.226 2.165 1.522 0.113
O -1.119 1.624 0.839 0.068
H 4.056 -0.203 -0.529 0.241
H 5.472 -0.546 -0.849 0.399
O 4.714 -0.997 -0.320 -0.698
H -1.313 -0.054 -6.085 0.150
H -0.609 -0.685 -4.918 0.364
O -0.711 -0.528 -5.826 -0.518
H 4.195 -0.986 3.319 0.419
H 4.759 -1.207 1.886 0.216
O 4.644 -0.557 2.560 -0.843
H 5.909 1.677 -2.833 0.269
H 4.924 1.004 -1.745 0.112
O 5.429 0.847 -2.583 -0.654
H -2.825 -0.907 0.912 0.807
H -4.319 -1.001 1.219 0.304
O -3.707 -1.162 0.471 -0.712
H 1.023 1.276 -5.774 0.246
H 1.993 0.431 -6.377 0.338
O 1.608 1.344 -6.513 -0.610
H 5.478 3.386 -0.449 0.275
O 4.721 2.661 -0.595 -0.611
H -5.192 -0.017 -2.287 0.426
H -5.234 -1.407 -1.739 0.290
O -5.788 -0.804 -2.233 -0.645
H -0.343 -6.016 3.124 0.270
H 3.332 -0.291 1.425 0.049
H 4.312 1.264 3.039 0.315
H -2.124 -5.478 -2.659 0.342
H -3.104 3.538 2.897 0.262
H 3.939 3.043 -0.145 0.244
O -1.914 -0.623 2.095 -0.336
H -2.877 -0.186 2.186 -0.298
H -1.201 0.149 1.703 0.427
O -0.674 0.033 -1.750 0.525
H 0.287 0.004 -1.586 0.057
H -1.143 -0.866 -1.596 0.004
O -1.244 5.677 0.125 -0.490
H -0.839 6.145 -0.540 0.259
H -0.659 5.619 0.793 0.243
O -3.742 1.549 -3.616 -0.481
H -4.137 1.705 -4.415 0.217
H -3.784 2.384 -3.113 0.291
O -2.706 -1.617 -3.336 -0.358
H -2.521 -1.927 -2.469 0.056
H -3.451 -1.840 -3.586 0.223
O 3.673 -4.105 1.885 -0.636
H 4.595 -4.313 2.238 0.272
H 3.243 -4.961 1.931 0.271
O -2.669 1.639 4.805 -0.613
H -3.338 1.513 5.422 0.211
H -2.751 1.103 4.100 0.290

Record 5
22
Properties=species:S:1:pos:R:3:mulliken_charge:R:1 method="wB97M-V/def2-TZVPD" relative_energy_kj_mol=254.7 total_charge=+1
C 0.872 2.550 0.728 0.360
C 0.242 -0.981 -1.001 0.516
C 0.635 3.274 1.975 -0.853
C 0.871 -2.292 -1.181 -1.616
C -1.352 -2.083 0.401 -1.546
C -0.760 -0.751 -0.134 0.660
N 1.161 2.013 -0.237 -0.115
N -1.260 0.551 0.175 -0.481
O 0.701 0.181 -1.830 -0.553
H 1.012 4.268 1.890 0.348
H -0.477 3.288 2.116 0.291
H 1.027 2.673 2.808 0.298
H 1.939 -2.193 -1.155 0.479
H 0.582 -2.726 -2.072 0.426
H 0.598 -2.901 -0.364 0.310
H -0.641 -2.704 0.956 0.313
H -2.240 -1.997 0.953 0.418
H -1.641 -2.673 -0.488 0.376
H 1.168 1.161 -1.102 0.479
H 1.260 -0.147 -2.601 0.350
H -2.132 0.432 0.743 0.277
H -1.566 1.058 -0.580 0.263

These records have strongest force on any atom values of 6.96, 5.20, 1.57, 16.94, 4.38 eV/A, in the order they appear.
These records have electronic energy values of -9870.159, -25515.306, -35866.158, -83186.635, -11452.075 eV, in the order they appear.